(1)
{
  "formula": "C6H12O",
  "method": "ωB97M-V/def2-TZVPD",
  "gap_ev": [8.682, 7.211],
  "lumo_energy_ev": [1.0, 0.3],
  "total_energy_ev": -8459.8929,
  "species": ["C", "C", "C", "C", "C", "C", "O", "H", "H", "H", "H", "H", "H", "H", "H", "H", "H", "H", "H"],
  "positions_angstrom": [[-1.6467, 0.5645, -2.4094], [-1.3232, -0.4843, -1.3257], [-0.5783, 0.0885, -0.1670], [1.5511, -1.7436, 1.6617], [1.2989, -0.3722, 1.8979], [1.4744, 0.7521, 0.6849], [0.6997, 0.3664, -0.3800], [-2.2593, 1.3780, -2.0039], [-0.7248, 1.0001, -2.8092], [-2.1989, 0.1110, -3.2406], [-2.2561, -0.9195, -0.9480], [-0.7384, -1.2976, -1.7709], [-1.1078, 0.7458, 0.5293], [0.7859, -2.3848, 1.2363], [2.5319, -2.1760, 1.8442], [1.9227, 0.0631, 2.6932], [0.2010, -0.2311, 2.0401], [1.1342, 1.6983, 1.1231], [2.5036, 0.8224, 0.3316]],
  "atomic_forces_ev_per_a": [[0.0, 0.0, -0.1], [0.0, 0.1, 0.0], [-1.4, -0.1, 0.1], [0.6, -1.5, -0.5], [-0.7, 2.9, -0.5], [0.3, -1.2, 1.7], [0.7, -0.1, -1.5], [0.1, -0.1, 0.0], [-0.1, -0.1, 0.1], [0.1, 0.1, 0.1], [0.1, 0.0, -0.1], [0.0, 0.1, 0.1], [0.0, -0.1, 0.0], [0.1, 0.1, 0.0], [-0.2, 0.0, -0.1], [-0.4, -0.2, 0.1], [0.7, -0.1, 0.5], [0.1, 0.0, -0.1], [-0.1, 0.0, 0.1]]
}

***

(2)
{
  "formula": "C2H16O5",
  "method": "ωB97M-V/def2-TZVPD",
  "gap_ev": 11.377,
  "lumo_energy_ev": 0.5,
  "smiles": "CC.O.O.O.O.O",
  "total_energy_ev": -12570.5025,
  "species": ["C", "C", "H", "H", "H", "H", "H", "H", "O", "H", "H", "O", "H", "H", "O", "H", "H", "O", "H", "H", "O", "H", "H"],
  "positions_angstrom": [[-0.2423, 1.0004, -0.5651], [-0.2849, 0.9165, 0.9431], [-1.2169, 0.8030, -1.0709], [0.5057, 0.3036, -1.0492], [0.0717, 2.0103, -0.9926], [0.4567, 1.7037, 1.5455], [-1.2926, 1.0609, 1.3816], [0.0677, -0.0592, 1.3546], [2.9697, 1.6533, 0.7075], [2.0405, 1.8453, 0.6774], [3.3067, 2.1022, 1.4814], [-3.2906, 1.3589, 0.3739], [-3.7571, 1.1496, -0.4988], [-2.9284, 0.4843, 0.5458], [2.8437, -1.7441, -0.0594], [3.6706, -2.1997, 0.1033], [2.9710, -0.8272, 0.3488], [-2.4352, -1.5752, 0.0222], [-1.6941, -1.9336, -0.4960], [-3.2810, -1.7281, -0.5744], [0.1654, -1.9563, -1.2394], [0.2846, -2.5291, -2.0624], [1.0690, -1.8395, -0.8769]],
  "atomic_forces_ev_per_a": [[0.9, 0.7, -2.3], [1.5, 0.9, 2.6], [0.7, -0.1, 0.7], [-0.9, 0.7, 0.8], [-0.5, -0.9, 0.9], [-2.0, -1.7, -1.6], [0.8, 0.3, -0.4], [-0.3, 0.5, -0.6], [0.8, -0.5, -0.3], [-0.8, 0.1, 0.0], [0.1, 0.1, 0.2], [-1.4, -0.5, -2.1], [0.8, 0.8, 1.8], [0.3, -0.4, 0.3], [0.0, 2.0, 0.8], [0.1, -0.1, 0.0], [-0.2, -1.6, -0.8], [-2.8, -0.4, -1.9], [0.1, 0.2, 0.1], [2.7, 0.3, 1.9], [0.5, -1.4, -1.7], [-0.1, 1.2, 1.8], [-0.4, -0.3, -0.1]]
}

***

(3)
{
  "formula": "C13H18N2O2S",
  "method": "ωB97M-V/def2-TZVPD",
  "gap_ev": 9.757,
  "lumo_energy_ev": 0.3,
  "smiles": "O=S(=O)(NN=C1CCCCCC1)c1ccccc1",
  "total_energy_ev": -31669.1972,
  "species": ["O", "S", "O", "N", "N", "C", "C", "C", "C", "C", "C", "C", "C", "C", "C", "C", "C", "C", "H", "H", "H", "H", "H", "H", "H", "H", "H", "H", "H", "H", "H", "H", "H", "H", "H", "H"],
  "positions_angstrom": [[-3.9207, -1.1479, 1.2950], [-3.0778, -1.0242, -0.0042], [-3.7062, -1.2345, -1.2760], [-1.8130, -2.0582, 0.0116], [-0.8684, -1.7325, 0.7019], [0.2910, -1.7001, 0.6398], [0.8540, -2.3006, -0.5082], [2.2136, -1.5013, -1.1772], [2.2453, -0.0420, -1.1047], [2.5383, 0.8328, 0.2592], [1.4651, 0.5297, 1.2482], [1.2379, -1.0547, 1.5122], [-2.3760, 0.6214, -0.0823], [-1.9719, 0.8677, -1.2875], [-1.2659, 2.4209, -1.3643], [-1.1901, 2.9502, -0.0562], [-1.5626, 2.4784, 1.1148], [-2.2634, 1.4203, 1.0448], [-1.6210, -2.1787, -1.1369], [0.2074, -2.0188, -1.6179], [1.0234, -3.2016, -0.3742], [2.9499, -1.7560, -0.2615], [2.5099, -1.7735, -2.0266], [1.1721, 0.3804, -1.2549], [2.8499, 0.3712, -1.9472], [3.5210, 0.1667, 0.6388], [2.8405, 1.8148, 0.0307], [0.6629, 0.7623, 0.9770], [1.9775, 0.9793, 2.3002], [2.0998, -1.6476, 1.8377], [0.7557, -1.2581, 2.6440], [-2.1197, 0.6672, -2.1353], [-0.9559, 2.5641, -2.2686], [-0.5987, 3.7967, -0.2270], [-1.4110, 3.1291, 1.9664], [-2.6927, 0.8771, 1.8883]],
  "atomic_forces_ev_per_a": [[3.3, 0.3, -4.4], [-5.6, 1.0, 4.9], [0.0, -0.5, -0.1], [-3.2, -3.0, -8.1], [-5.2, 3.5, 7.9], [8.1, -0.2, -2.4], [0.9, 10.0, -9.4], [-1.4, -0.3, 12.5], [-2.7, 5.1, -0.1], [3.1, -6.8, -1.3], [13.6, -4.6, 7.3], [-0.4, 1.2, 6.3], [-1.2, -2.6, 1.0], [5.2, 11.1, 8.2], [-4.9, -7.4, 8.7], [3.3, 2.1, -8.6], [0.6, 3.6, 2.7], [-3.0, -6.4, 2.5], [-0.3, -0.1, 3.0], [0.8, -1.5, 3.3], [1.6, -8.8, 0.5], [-0.5, -0.1, -2.5], [2.1, -3.1, -6.7], [1.2, -0.7, -0.7], [-0.3, -0.2, 0.7], [-2.0, 2.3, -0.5], [0.0, 1.2, -0.1], [-12.3, 4.7, -3.4], [-2.4, -0.9, -2.5], [0.5, 0.2, -1.4], [0.5, 1.4, -2.6], [-2.2, -4.7, -11.7], [2.1, 2.1, -4.9], [0.7, 2.0, 1.1], [-0.1, -0.5, 0.3], [0.0, 0.6, 0.3]]
}

***

(4)
{
  "formula": "C2H7N2O3",
  "method": "ωB97M-V/def2-TZVPD",
  "total_charge": 1,
  "gap_ev": [9.238, 6.341],
  "lumo_energy_ev": [-4.7, -6.2],
  "total_energy_ev": -11293.3921,
  "species": ["C", "C", "N", "N", "O", "O", "O", "H", "H", "H", "H", "H", "H", "H"],
  "positions_angstrom": [[0.0919, 0.3762, -0.0682], [1.0102, -0.8204, 1.9266], [-0.7735, 0.1235, -2.8550], [0.0042, 0.1398, 1.3551], [0.1571, 1.7587, -0.2856], [-0.9561, 0.9797, -0.7596], [-0.0112, -0.7539, -2.5023], [1.0083, -0.9131, 2.9457], [0.7237, -1.7896, 1.6983], [1.9842, -0.8020, 1.3350], [-1.9135, -0.0802, -2.8830], [-0.4275, 1.0156, -3.2623], [-0.0173, 1.0875, 1.7711], [-0.8803, -0.3219, 1.5842]],
  "atomic_forces_ev_per_a": [[0.6, 0.8, -3.3], [2.1, 0.4, -3.6], [-2.9, -1.1, -0.6], [-1.3, -0.6, 1.7], [1.5, 0.4, 0.1], [-1.2, -0.8, 1.9], [-0.1, 0.7, 0.1], [0.4, 1.2, 2.7], [-1.3, -1.8, -1.1], [-1.0, 0.8, 1.4], [3.5, 0.7, 0.1], [-0.1, -0.5, 0.3], [0.2, -0.4, 0.3], [-0.4, 0.4, -0.1]]
}

***

(5)
{
  "formula": "C4H3FO",
  "method": "ωB97M-V/def2-TZVPD",
  "gap_ev": 9.947,
  "lumo_energy_ev": 1.0,
  "smiles": "Fc1ccco1",
  "total_energy_ev": -8959.2813,
  "species": ["F", "C", "C", "C", "C", "O", "H", "H", "H"],
  "positions_angstrom": [[0.7287, 1.3254, -2.0220], [0.2139, 0.6003, -0.9394], [0.2691, -0.7669, -0.6342], [-0.2167, -0.8150, 0.7840], [-0.4456, 0.5447, 1.0792], [-0.3009, 1.2998, -0.0630], [0.7097, -1.4914, -1.4153], [-0.0911, -1.7370, 1.4081], [-0.8671, 1.0402, 1.8026]],
  "atomic_forces_ev_per_a": [[-1.2, -1.6, 1.8], [2.4, -3.6, -4.5], [0.6, 1.0, -0.9], [1.5, 1.5, -1.6], [1.2, -5.0, -4.0], [-0.9, 3.0, 3.7], [-0.9, 1.0, 2.0], [-0.6, 1.4, -0.5], [-2.1, 2.4, 4.0]]
}

***

(6)
{
  "formula": "C4H15N2O",
  "method": "ωB97M-V/def2-TZVPD",
  "total_charge": 1,
  "gap_ev": 11.616,
  "lumo_energy_ev": -2.6,
  "total_energy_ev": -9412.8251,
  "species": ["C", "C", "C", "C", "N", "N", "H", "H", "H", "H", "H", "H", "H", "H", "H", "H", "H", "H", "H", "H", "H", "O"],
  "positions_angstrom": [[1.5586, 0.2294, 1.6524], [0.2297, -0.4285, 1.4280], [0.0631, -1.2036, 0.1322], [-0.2848, -0.8324, -2.2599], [-0.1587, -0.1665, -0.9572], [2.0013, 0.9546, 0.4191], [2.2604, -0.5387, 1.9859], [1.4937, 0.9221, 2.4931], [0.0016, -1.1518, 2.2284], [-0.6868, 0.1360, 1.6838], [-0.8157, -1.8283, 0.2407], [1.0046, -1.6858, -0.1128], [0.5249, -1.5395, -2.4470], [-0.1697, -0.1333, -3.0908], [-1.1977, -1.3985, -2.4206], [-1.0345, 0.3205, -0.7521], [0.6167, 0.5056, -0.8836], [2.1000, 1.9403, 0.6674], [2.9547, 0.6478, 0.2265], [-3.0710, 2.3524, -0.3801], [-4.1730, 1.4441, 0.1781], [-3.2175, 1.4541, -0.0315]],
  "atomic_forces_ev_per_a": [[-0.1, 0.5, 0.1], [-1.8, -1.3, 1.5], [0.3, 2.0, 0.8], [0.8, -0.1, -1.9], [-1.2, -1.5, -0.1], [0.6, -0.1, 0.7], [0.2, 0.1, -0.4], [-0.1, 0.0, 0.0], [0.9, -0.3, -0.1], [0.5, 0.8, -0.9], [0.1, -0.3, -0.6], [-0.3, -0.5, -0.2], [0.1, 0.0, 0.6], [-0.3, 0.3, 0.3], [-0.3, 0.3, 0.6], [0.0, 0.2, 0.1], [0.5, 0.1, 0.1], [-0.1, -0.2, -0.3], [-0.2, 0.2, -0.2], [-0.1, -0.5, 0.2], [0.7, -0.1, -0.1], [-0.4, 0.5, -0.2]]
}

***

(7)
{
  "formula": "H11N8OP3",
  "method": "ωB97M-V/def2-TZVPD",
  "gap_ev": [8.382, 6.347],
  "lumo_energy_ev": [0.6, -2.0],
  "multiplicity": 3,
  "total_energy_ev": -42013.8269,
  "species": ["N", "N", "N", "N", "N", "N", "N", "N", "O", "P", "P", "P", "H", "H", "H", "H", "H", "H", "H", "H", "H", "H", "H"],
  "positions_angstrom": [[1.7892, 1.0903, 1.0304], [0.2448, -1.3338, 0.8051], [0.0120, 0.0395, -1.5979], [1.4333, -0.7024, 2.9179], [-0.6718, 0.9706, 2.1651], [0.1718, -2.5747, -1.5321], [-2.1138, -1.4132, -0.6473], [0.3128, 2.5390, -1.9605], [-1.8319, 1.7820, -0.6608], [0.7061, 0.0774, 1.5979], [-0.4179, -1.3215, -0.6096], [-0.3841, 1.5364, -0.8766], [1.0370, 0.0520, -1.6365], [2.3300, -1.0489, 2.6006], [1.4089, -0.2123, 3.7964], [-1.5712, 0.4733, 1.9387], [-0.4263, 1.7830, 1.5292], [0.5595, -3.2351, -0.8049], [0.9832, -2.2523, -2.0725], [-2.3190, -0.3789, -0.9178], [-2.4077, -2.0009, -1.4035], [1.3072, 2.6989, -1.7148], [-0.1524, 3.4316, -1.9465]],
  "atomic_forces_ev_per_a": [[0.2, -0.2, -0.5], [-0.4, 1.7, -0.2], [-0.2, -0.6, 0.8], [-0.7, 0.6, -0.6], [1.1, -0.9, -1.7], [1.0, -1.1, 1.0], [1.3, 2.9, -0.3], [1.7, 1.1, -0.3], [-0.3, -0.4, -0.4], [-0.2, -2.0, 1.8], [0.0, 0.1, -0.2], [-1.1, 0.0, 0.1], [0.0, -0.1, -0.2], [0.1, 0.0, 0.6], [0.4, 0.2, 0.0], [1.1, 1.1, 0.1], [-1.5, -0.6, 1.3], [-0.5, 0.6, -1.2], [-0.5, -0.3, 0.1], [-0.5, -2.0, 0.7], [-0.2, -0.3, -0.5], [-0.6, -0.1, -0.4], [-0.2, 0.4, -0.1]]
}

***

(8)
{
  "formula": "C44H46As2N3O2RuS3",
  "method": "ωB97M-V/def2-TZVPD",
  "gap_ev": [7.308, 6.420],
  "lumo_energy_ev": [0.4, -1.1],
  "multiplicity": 6,
  "total_energy_ev": -211705.5423,
  "species": ["Ru", "N", "C", "C", "C", "O", "O", "H", "H", "H", "H", "H", "H", "S", "C", "C", "C", "C", "C", "C", "As", "C", "C", "C", "C", "C", "C", "C", "C", "C", "C", "C", "C", "H", "H", "H", "H", "H", "H", "H", "H", "H", "H", "H", "H", "H", "H", "S", "C", "C", "C", "C", "C", "C", "As", "C", "C", "C", "C", "C", "C", "C", "C", "C", "C", "C", "C", "H", "H", "H", "H", "H", "H", "H", "H", "H", "H", "H", "H", "H", "H", "C", "C", "N", "C", "S", "N", "C", "C", "H", "H", "H", "H", "H", "H", "H", "H", "H", "H", "H", "H"],
  "positions_angstrom": [[0.1179, 0.4613, -0.1802], [-0.9312, 2.1421, -1.6331], [-1.3680, 3.4063, -1.0169], [-2.3349, 3.1707, 0.1419], [-1.6444, 2.5048, 1.3259], [-1.4020, 3.1362, 2.3391], [-1.3407, 1.2488, 1.1476], [-0.2201, 2.2979, -2.3402], [-1.7140, 1.6844, -2.0908], [-1.8462, 4.0599, -1.7516], [-0.4774, 3.9201, -0.6518], [-3.1601, 2.5357, -0.1942], [-2.7355, 4.1290, 0.4680], [0.6229, -1.7028, 0.8511], [-0.7196, -2.1192, 1.9266], [-0.4263, -2.6539, 3.1811], [-1.4467, -3.0174, 4.0451], [-2.7746, -2.8551, 3.6720], [-3.0726, -2.3354, 2.4213], [-2.0564, -1.9698, 1.5449], [-2.3733, -1.3050, -0.2483], [-2.3212, -2.9967, -1.2189], [-1.9523, -4.1930, -0.6108], [-1.8587, -5.3613, -1.3578], [-2.1359, -5.3448, -2.7179], [-2.5054, -4.1547, -3.3317], [-2.5900, -2.9872, -2.5868], [-4.2864, -0.9528, -0.1388], [-4.6695, 0.1192, 0.6689], [-6.0066, 0.4688, 0.7820], [-6.9720, -0.2426, 0.0795], [-6.5957, -1.3073, -0.7256], [-5.2564, -1.6640, -0.8342], [0.6098, -2.7686, 3.4721], [-1.2030, -3.4246, 5.0189], [-3.5720, -3.1356, 4.3477], [-4.1068, -2.2190, 2.1204], [-1.7397, -4.2185, 0.4507], [-1.5730, -6.2860, -0.8714], [-2.0657, -6.2560, -3.2991], [-2.7223, -4.1335, -4.3925], [-2.8575, -2.0588, -3.0757], [-3.9148, 0.6629, 1.2270], [-6.2956, 1.2948, 1.4195], [-8.0160, 0.0308, 0.1644], [-7.3466, -1.8682, -1.2676], [-4.9717, -2.5048, -1.4548], [2.3342, 0.6386, -1.2367], [3.5539, 1.7709, -0.6540], [4.7942, 1.7683, -1.2984], [5.7928, 2.6467, -0.9116], [5.5711, 3.5478, 0.1222], [4.3456, 3.5546, 0.7688], [3.3388, 2.6692, 0.3945], [1.6058, 2.6134, 1.2557], [1.9571, 1.3190, 2.6623], [3.1708, 0.6521, 2.7727], [3.3573, -0.2895, 3.7764], [2.3371, -0.5565, 4.6778], [1.1226, 0.1100, 4.5683], [0.9253, 1.0384, 3.5580], [1.6537, 4.2751, 2.2626], [1.2685, 5.4433, 1.6121], [1.3011, 6.6610, 2.2749], [1.7108, 6.7154, 3.6004], [2.0897, 5.5521, 4.2554], [2.0628, 4.3339, 3.5892], [4.9616, 1.0702, -2.1093], [6.7470, 2.6297, -1.4233], [6.3486, 4.2383, 0.4220], [4.1650, 4.2525, 1.5777], [3.9739, 0.8597, 2.0762], [4.3029, -0.8113, 3.8541], [2.4868, -1.2869, 5.4637], [0.3194, -0.1047, 5.2620], [-0.0282, 1.5452, 3.4574], [0.9398, 5.4028, 0.5796], [0.9994, 7.5648, 1.7609], [1.7305, 7.6631, 4.1232], [2.4067, 5.5907, 5.2899], [2.3567, 3.4285, 4.1047], [1.0556, -0.8627, -6.3167], [1.9923, -0.6748, -5.1327], [1.8660, -1.7323, -4.1383], [1.0001, -1.7246, -3.1170], [-0.1815, -0.5099, -2.9506], [1.0817, -2.6986, -2.2139], [2.1648, -3.6597, -2.0927], [1.9537, -4.9039, -2.9488], [1.1953, -0.0566, -7.0383], [0.0198, -0.8498, -5.9781], [1.2485, -1.8114, -6.8201], [1.7991, 0.2731, -4.6325], [3.0318, -0.6737, -5.4620], [2.5101, -2.5027, -4.2005], [0.4684, -2.5963, -1.4131], [2.2159, -3.9324, -1.0392], [3.1133, -3.1686, -2.3307], [1.0266, -5.3997, -2.6629], [2.7823, -5.6005, -2.8155], [1.8812, -4.6583, -4.0106]],
  "atomic_forces_ev_per_a": [[0.0, 0.1, -0.4], [-0.1, 0.0, 0.1], [0.0, 0.0, 0.0], [0.0, 0.0, 0.0], [0.0, -0.1, -0.1], [0.0, 0.0, 0.0], [0.0, 0.0, 0.1], [0.0, 0.0, 0.0], [0.0, 0.0, 0.0], [0.0, 0.0, 0.0], [0.0, 0.0, 0.0], [0.0, 0.0, 0.0], [0.0, 0.0, 0.0], [0.1, 0.1, 0.1], [-0.1, 0.0, 0.0], [0.0, 0.0, 0.0], [0.0, 0.0, 0.0], [0.0, 0.0, 0.0], [0.0, 0.0, 0.0], [0.0, 0.0, 0.1], [0.1, 0.1, 0.1], [0.0, 0.0, 0.0], [0.0, 0.0, 0.0], [0.0, 0.0, 0.0], [0.0, 0.0, 0.0], [0.0, 0.0, 0.0], [0.0, 0.0, 0.0], [0.0, 0.1, 0.0], [0.0, 0.0, 0.0], [0.0, 0.0, 0.0], [0.0, 0.0, 0.0], [0.0, 0.0, 0.0], [0.0, 0.0, 0.0], [0.0, 0.0, 0.0], [0.0, 0.0, 0.0], [0.0, 0.0, 0.0], [0.0, 0.0, 0.0], [0.0, 0.0, 0.0], [0.0, 0.0, 0.0], [0.0, 0.0, 0.0], [0.0, 0.0, 0.0], [0.0, 0.0, 0.0], [0.0, 0.0, 0.0], [0.0, 0.0, 0.0], [0.0, 0.0, 0.0], [0.0, 0.0, 0.0], [0.0, 0.0, 0.0], [-0.1, -0.1, -0.1], [0.0, 0.1, 0.1], [0.0, 0.0, 0.0], [0.0, 0.0, 0.0], [0.0, 0.0, 0.0], [-0.1, 0.0, 0.0], [0.0, 0.0, 0.0], [0.1, -0.2, 0.0], [0.0, 0.0, 0.1], [0.0, 0.0, 0.0], [0.0, 0.0, 0.0], [0.0, 0.0, 0.0], [0.0, 0.0, 0.0], [0.0, 0.0, 0.0], [0.0, 0.1, 0.0], [0.0, 0.0, 0.0], [0.0, 0.0, 0.0], [0.0, 0.0, 0.0], [0.0, 0.0, 0.0], [0.0, 0.0, 0.0], [0.0, 0.0, 0.0], [0.0, 0.0, 0.0], [0.0, 0.0, 0.0], [0.0, 0.0, 0.0], [0.0, 0.0, 0.0], [0.0, 0.0, 0.0], [0.0, 0.0, 0.0], [0.0, 0.0, 0.0], [0.0, 0.0, 0.0], [0.0, 0.0, 0.0], [0.0, 0.0, 0.0], [0.0, 0.0, 0.0], [0.0, 0.0, 0.0], [0.0, 0.0, 0.0], [0.0, 0.0, 0.0], [0.0, 0.0, 0.0], [0.0, 0.0, 0.0], [0.1, 0.0, 0.0], [-0.1, 0.1, 0.0], [0.0, 0.0, 0.0], [0.0, 0.0, -0.1], [0.0, 0.0, 0.0], [0.0, 0.0, 0.0], [0.0, 0.0, 0.0], [0.0, 0.0, 0.0], [0.0, 0.0, 0.0], [0.0, 0.0, 0.0], [0.0, 0.0, 0.0], [0.0, 0.0, 0.0], [0.0, 0.0, 0.0], [0.0, 0.0, 0.0], [0.0, 0.0, 0.0], [0.0, 0.0, 0.0], [0.0, 0.0, 0.0]]
}